{
  "formula": "C3H4O3",
  "method": "ωB97M-V with the def2-TZVPD basis set",
  "charge": 0,
  "molar_mass_da": 88.1,
  "e_above_lowest_kj_mol": 418.1,
  "orbital_gap_ev": 9.70,
  "fmax_ev_per_a": 2.3,
  "elements": ["O", "C", "C", "O", "C", "O", "H", "H", "H", "H"],
  "positions_angstrom": [[1.98967, -1.21048, -0.41489], [0.95792, -0.68803, -0.11465], [0.68210, 0.60261, 0.60010], [-0.65036, 0.64048, 0.82815], [-1.27655, -0.35333, 0.01114], [-0.26769, -1.23748, -0.39975], [1.03706, 1.45906, -0.64228], [1.28647, 1.55189, 0.37735], [-1.74525, 0.12225, -0.86078], [-2.01338, -0.88697, 0.61562]]
}

{
  "formula": "C10H12ClN3",
  "method": "ωB97M-V with the def2-TZVPD basis set",
  "charge": 0,
  "molar_mass_da": 209.7,
  "e_above_lowest_kj_mol": 267.4,
  "orbital_gap_ev": 8.75,
  "fmax_ev_per_a": 8.9,
  "elements": ["Cl", "C", "C", "C", "C", "C", "C", "N", "C", "C", "N", "C", "C", "N", "H", "H", "H", "H", "H", "H", "H", "H", "H", "H", "H", "H"],
  "positions_angstrom": [[-3.52747, -2.23501, 0.49347], [-2.97725, -0.57489, 0.01047], [-3.68299, 0.45359, 0.25539], [-3.33637, 1.79833, 0.10965], [-2.02464, 1.95196, -0.42731], [-1.06841, 0.97160, -0.54776], [-1.62869, -0.34875, -0.30365], [-0.75008, -1.37393, -0.57618], [0.58398, -0.98732, -1.14874], [1.65187, -0.75174, -0.26089], [2.89324, -0.92984, -0.78466], [3.80435, -0.51560, 0.18576], [2.87676, 0.18928, 1.35586], [1.52813, 0.02416, 0.80831], [-4.75554, 0.25666, 0.52154], [-4.09502, 2.64377, 0.28941], [-1.70626, 3.04202, -0.42519], [-0.04316, 1.08634, -0.70051], [-1.15621, -2.21635, -0.85722], [0.75461, -0.18776, -1.92927], [0.90491, -1.75345, -1.83057], [4.57298, 0.21283, -0.37956], [4.39401, -1.35869, 0.46109], [3.11171, 1.25134, 1.73033], [2.86919, -0.33640, 2.37001], [0.80636, -0.31212, 1.58022]]
}

{
  "formula": "BrClINOS",
  "method": "ωB97M-V with the def2-TZVPD basis set",
  "charge": 0,
  "molar_mass_da": 304.3,
  "e_above_lowest_kj_mol": 88.1,
  "orbital_gap_ev": [7.05, 7.25],
  "fmax_ev_per_a": 3.2,
  "elements": ["N", "O", "S", "Cl", "Br", "I"],
  "positions_angstrom": [[-0.72762, -0.42373, 0.61234], [1.14905, 1.00312, -0.94735], [1.11155, 0.62943, 0.46966], [-0.60284, -1.86697, -0.32214], [-0.95443, -0.79495, 2.42740], [-0.07358, 2.87932, -1.86452]]
}

{
  "formula": "C14H17ClO2RuS5Sb",
  "method": "ωB97M-V with the def2-TZVPD basis set",
  "charge": 0,
  "molar_mass_da": 635.9,
  "e_above_lowest_kj_mol": 0.0,
  "spin_multiplicity": 2,
  "orbital_gap_ev": [7.23, 6.00],
  "fmax_ev_per_a": 0.5,
  "elements": ["Ru", "C", "C", "C", "C", "C", "C", "H", "H", "H", "H", "H", "H", "S", "C", "S", "C", "C", "S", "S", "S", "Cl", "C", "C", "O", "O", "H", "H", "C", "Sb", "C", "C", "H", "H", "H", "H", "H", "H", "H", "H", "H"],
  "positions_angstrom": [[-0.03446, -0.80214, 0.10466], [2.28865, -1.37300, 0.70064], [2.12055, -1.62722, -0.66321], [2.65127, -0.72910, -1.61317], [3.37912, 0.35968, -1.19707], [3.56579, 0.60920, 0.17356], [3.01090, -0.22946, 1.10824], [2.00891, -2.11674, 1.43316], [1.70595, -2.56896, -0.99828], [2.52041, -0.93205, -2.66763], [3.81424, 1.02929, -1.92890], [4.14528, 1.46659, 0.49016], [3.15671, -0.04751, 2.16516], [-3.30865, -4.18801, 5.51856], [-2.48694, -3.46084, 4.31660], [-2.08889, -4.24088, 2.81516], [-1.26174, -2.90764, 2.06184], [-1.15915, -1.76032, 2.83117], [-0.33011, -0.37676, 2.31424], [-1.88320, -1.83439, 4.41494], [-0.58684, -3.06335, 0.51748], [-4.42430, -1.97180, -1.63970], [-3.11535, -1.07980, -2.44347], [-1.90630, -0.92511, -1.55476], [-2.04188, -0.54274, -0.34968], [-0.76195, -1.14269, -2.01492], [-3.50050, -0.09495, -2.70404], [-2.83024, -1.61436, -3.34296], [-0.63192, 2.26628, -2.35016], [0.01480, 1.77384, -0.38685], [-1.50368, 2.74940, 0.72708], [1.55944, 3.22020, -0.16522], [-0.66265, 3.34776, -2.47343], [-1.62942, 1.85734, -2.50561], [0.04412, 1.82689, -3.08123], [-1.67711, 3.75308, 0.34163], [-1.21077, 2.80285, 1.77440], [-2.41246, 2.15457, 0.64877], [1.14115, 4.21025, -0.34354], [2.35795, 3.02971, -0.87813], [1.96327, 3.17289, 0.84452]]
}

Copy entry 3 word for word.
{
  "formula": "BrClINOS",
  "method": "ωB97M-V with the def2-TZVPD basis set",
  "charge": 0,
  "molar_mass_da": 304.3,
  "e_above_lowest_kj_mol": 88.1,
  "orbital_gap_ev": [7.05, 7.25],
  "fmax_ev_per_a": 3.2,
  "elements": ["N", "O", "S", "Cl", "Br", "I"],
  "positions_angstrom": [[-0.72762, -0.42373, 0.61234], [1.14905, 1.00312, -0.94735], [1.11155, 0.62943, 0.46966], [-0.60284, -1.86697, -0.32214], [-0.95443, -0.79495, 2.42740], [-0.07358, 2.87932, -1.86452]]
}

Repeat the fourth record exactly.
{
  "formula": "C14H17ClO2RuS5Sb",
  "method": "ωB97M-V with the def2-TZVPD basis set",
  "charge": 0,
  "molar_mass_da": 635.9,
  "e_above_lowest_kj_mol": 0.0,
  "spin_multiplicity": 2,
  "orbital_gap_ev": [7.23, 6.00],
  "fmax_ev_per_a": 0.5,
  "elements": ["Ru", "C", "C", "C", "C", "C", "C", "H", "H", "H", "H", "H", "H", "S", "C", "S", "C", "C", "S", "S", "S", "Cl", "C", "C", "O", "O", "H", "H", "C", "Sb", "C", "C", "H", "H", "H", "H", "H", "H", "H", "H", "H"],
  "positions_angstrom": [[-0.03446, -0.80214, 0.10466], [2.28865, -1.37300, 0.70064], [2.12055, -1.62722, -0.66321], [2.65127, -0.72910, -1.61317], [3.37912, 0.35968, -1.19707], [3.56579, 0.60920, 0.17356], [3.01090, -0.22946, 1.10824], [2.00891, -2.11674, 1.43316], [1.70595, -2.56896, -0.99828], [2.52041, -0.93205, -2.66763], [3.81424, 1.02929, -1.92890], [4.14528, 1.46659, 0.49016], [3.15671, -0.04751, 2.16516], [-3.30865, -4.18801, 5.51856], [-2.48694, -3.46084, 4.31660], [-2.08889, -4.24088, 2.81516], [-1.26174, -2.90764, 2.06184], [-1.15915, -1.76032, 2.83117], [-0.33011, -0.37676, 2.31424], [-1.88320, -1.83439, 4.41494], [-0.58684, -3.06335, 0.51748], [-4.42430, -1.97180, -1.63970], [-3.11535, -1.07980, -2.44347], [-1.90630, -0.92511, -1.55476], [-2.04188, -0.54274, -0.34968], [-0.76195, -1.14269, -2.01492], [-3.50050, -0.09495, -2.70404], [-2.83024, -1.61436, -3.34296], [-0.63192, 2.26628, -2.35016], [0.01480, 1.77384, -0.38685], [-1.50368, 2.74940, 0.72708], [1.55944, 3.22020, -0.16522], [-0.66265, 3.34776, -2.47343], [-1.62942, 1.85734, -2.50561], [0.04412, 1.82689, -3.08123], [-1.67711, 3.75308, 0.34163], [-1.21077, 2.80285, 1.77440], [-2.41246, 2.15457, 0.64877], [1.14115, 4.21025, -0.34354], [2.35795, 3.02971, -0.87813], [1.96327, 3.17289, 0.84452]]
}